No. 1
{
  "formula": "C24H73BN15O12Pd",
  "method": "ωB97M-V with the def2-TZVPD basis set",
  "relative_energy_kj_mol": 0.0,
  "largest_force_ev_per_a": 2.5,
  "total_charge": 1,
  "spin_multiplicity": 3,
  "e_tot_ev": -77143.14963,
  "lumo_energy_ha": [-0.061, -0.138],
  "molar_mass_g_mol": 881.17,
  "symbols": ["Pd", "B", "H", "H", "H", "H", "C", "O", "C", "C", "N", "C", "C", "O", "C", "H", "H", "H", "H", "H", "H", "H", "H", "H", "H", "H", "H", "H", "H", "H", "C", "O", "C", "C", "N", "C", "C", "O", "C", "H", "H", "H", "H", "H", "H", "H", "H", "H", "H", "H", "H", "H", "H", "H", "C", "O", "C", "C", "N", "C", "C", "O", "C", "H", "H", "H", "H", "H", "H", "H", "H", "H", "H", "H", "H", "H", "H", "H", "C", "O", "N", "N", "H", "H", "H", "H", "C", "O", "N", "N", "H", "H", "H", "H", "C", "O", "N", "N", "H", "H", "H", "H", "C", "O", "N", "N", "H", "H", "H", "H", "C", "O", "N", "N", "H", "H", "H", "H", "C", "O", "N", "N", "H", "H", "H", "H"],
  "positions_angstrom": [[-0.9109, 4.0274, 1.7277], [-0.9663, 1.8346, 1.0259], [-1.1529, 0.7252, 0.8163], [0.1157, 2.1722, 0.8604], [-1.7240, 2.4000, 0.3689], [-1.2770, 2.1259, 2.0831], [4.0398, 1.2513, -7.7695], [3.9381, 2.0768, -6.6277], [4.3662, 3.4040, -6.7320], [3.2624, 4.3024, -6.1637], [2.8340, 4.0706, -4.7889], [1.4947, 4.5497, -4.5602], [0.8768, 4.0839, -3.2565], [0.1740, 2.8831, -3.3436], [-0.8161, 2.7122, -2.3487], [3.4030, 0.3984, -7.5302], [5.0608, 0.8832, -7.8905], [3.6203, 1.7010, -8.6721], [4.5161, 3.7159, -7.7682], [5.2625, 3.5443, -6.1159], [2.4178, 4.0800, -6.8326], [3.5605, 5.3391, -6.3408], [2.7659, 3.0556, -4.7184], [0.7486, 4.2471, -5.3104], [1.4966, 5.6372, -4.4413], [0.3206, 4.9190, -2.8151], [1.7389, 3.9228, -2.5861], [-1.4658, 3.5758, -2.1844], [-0.3160, 2.4223, -1.4240], [-1.4833, 1.9032, -2.6471], [-1.1975, -1.2362, 3.4410], [-2.2293, -2.1702, 3.2563], [-2.3186, -2.6788, 1.9394], [-1.2827, -3.7260, 1.5196], [-1.6468, -5.0215, 2.0905], [-0.7399, -6.0849, 1.6313], [-0.7025, -7.2428, 2.6152], [-1.9807, -7.7451, 2.9376], [-1.9552, -8.7240, 3.9493], [-0.2737, -1.7985, 3.6430], [-1.3774, -0.6189, 4.3193], [-0.9880, -0.6398, 2.5503], [-2.3190, -1.8384, 1.2339], [-3.2888, -3.1747, 1.8867], [-0.2864, -3.4179, 1.8698], [-1.2126, -3.8515, 0.4387], [-1.5924, -5.0048, 3.1038], [0.3186, -5.8125, 1.5353], [-1.0999, -6.3444, 0.6341], [-0.1052, -7.0147, 3.5049], [-0.2297, -8.0790, 2.0803], [-1.3336, -8.3504, 4.7709], [-1.4615, -9.6472, 3.6219], [-2.9508, -8.9894, 4.2924], [0.2270, -1.0762, -1.0057], [0.6791, -2.3989, -1.1166], [1.9072, -2.7265, -0.5288], [2.4108, -4.0252, -1.1244], [1.5225, -5.1520, -0.8105], [1.7939, -6.2710, -1.7097], [0.7148, -7.3247, -1.5500], [-0.5003, -6.8805, -2.1011], [-1.5799, -7.7512, -1.9431], [0.9048, -0.3533, -1.4755], [-0.0271, -0.7972, 0.0135], [-0.6472, -0.9564, -1.6494], [1.8053, -2.8004, 0.5644], [2.6981, -1.9695, -0.6141], [3.3359, -4.2370, -0.5713], [2.6945, -3.8832, -2.1730], [0.6565, -4.7254, -1.1477], [2.7710, -6.7247, -1.5255], [1.8735, -5.9041, -2.7404], [0.6265, -7.7572, -0.5465], [1.0809, -8.2220, -2.0725], [-2.4898, -7.3369, -2.3820], [-1.8222, -7.8107, -0.8738], [-1.5720, -8.7751, -2.3306], [2.8589, 0.2191, 1.7278], [3.2225, 1.3519, 1.3501], [1.5435, -0.0744, 1.8850], [3.7409, -0.7576, 1.9449], [1.3520, -0.9177, 2.3968], [0.8172, 0.5617, 1.5863], [4.6751, -0.4742, 1.6965], [3.4919, -1.7005, 2.1766], [1.5476, 3.4732, 3.8939], [0.5437, 3.4188, 3.1836], [2.8107, 3.1693, 3.4754], [1.5207, 3.8899, 5.1974], [2.8576, 2.5761, 2.6449], [3.4683, 3.0689, 4.2226], [2.2876, 3.6108, 5.7741], [0.6728, 4.2398, 5.6050], [-4.7321, 1.8276, 1.0511], [-4.3352, 3.0123, 1.0768], [-6.0319, 1.5037, 1.0462], [-3.8193, 0.8526, 1.0452], [-6.7024, 2.2418, 1.1587], [-6.2924, 0.5368, 0.9764], [-4.0742, -0.1200, 1.0506], [-2.8677, 1.1609, 0.8355], [-2.8069, 3.0663, 4.3974], [-2.2147, 3.8049, 3.5807], [-2.9911, 3.4143, 5.6941], [-3.4929, 2.0158, 3.9744], [-3.3761, 2.8046, 6.3896], [-2.5099, 4.2424, 6.0004], [-3.9769, 1.4430, 4.6401], [-3.3973, 1.8406, 2.9855], [1.8112, 4.8841, 0.0051], [0.6924, 4.5290, 0.4078], [2.0521, 6.0738, -0.5735], [2.9164, 4.1442, 0.2179], [2.9690, 6.2607, -0.9308], [1.2507, 6.5963, -0.8809], [3.8512, 4.3884, -0.0461], [2.7866, 3.2057, 0.5774], [-2.8516, 5.3995, -0.7331], [-2.1236, 5.1106, 0.2436], [-2.4873, 6.3313, -1.6314], [-4.0561, 4.8326, -0.8625], [-1.5556, 6.6933, -1.5400], [-2.9700, 6.3419, -2.5120], [-4.2139, 4.1134, -0.1505], [-4.5724, 4.8995, -1.7201]],
  "forces_ev_per_angstrom": [[-0.755, 0.460, 0.685], [0.207, 0.111, -1.088], [-0.117, -1.557, 0.220], [1.542, -0.107, -0.717], [-0.746, 0.641, -1.542], [-0.585, -0.272, 2.397], [-0.358, -0.442, 0.645], [-0.288, -0.346, 0.003], [-0.259, 0.628, 1.196], [-0.411, -0.026, -1.125], [0.481, -0.979, -0.248], [-1.182, 0.396, 0.452], [1.697, 0.019, 1.069], [-0.942, 0.204, -0.886], [0.349, -0.627, 0.218], [0.121, -0.118, -0.146], [0.047, 0.169, -0.345], [0.298, 0.247, -0.050], [0.244, -0.068, 0.019], [0.263, -0.067, -0.374], [-0.167, 0.326, -0.101], [-0.091, 0.089, 0.256], [0.255, -0.016, 0.189], [0.285, 0.276, -0.458], [0.165, 0.080, -0.603], [-0.566, -0.287, -0.080], [-0.116, 0.116, 0.256], [0.313, 0.327, -0.054], [-0.287, 0.195, 0.218], [0.203, -0.135, -0.154], [1.002, -0.840, 0.010], [-0.269, 0.114, 0.087], [-0.275, -0.146, -0.699], [-0.084, -0.149, 1.098], [0.784, -0.147, 0.041], [-0.650, 0.081, 0.572], [-0.348, -1.270, -1.202], [-0.805, 0.541, 0.255], [1.010, -0.039, 0.020], [0.173, 0.138, 0.127], [-0.307, 0.071, -0.139], [-0.440, 0.247, 0.053], [0.124, 0.065, -0.080], [-0.056, 0.060, -0.025], [0.170, 0.160, -0.180], [-0.205, 0.270, -0.064], [-0.174, 0.308, 0.028], [-0.040, 0.445, -0.133], [0.196, -0.453, 0.036], [-0.141, 0.184, 0.136], [0.686, 0.141, 0.158], [-0.279, -0.056, 0.335], [-0.037, -0.043, -0.245], [-0.123, 0.354, -0.133], [-0.185, 0.409, -0.744], [-0.078, -0.188, -0.461], [0.328, 0.086, 0.458], [1.173, -0.168, 1.698], [-0.131, 1.424, -1.161], [-0.424, 0.041, 0.333], [0.798, -1.360, -0.858], [0.260, 0.140, -0.459], [-1.487, -0.002, 1.123], [0.505, -0.032, 0.507], [0.107, 0.002, 0.004], [-0.289, -0.424, 0.285], [-0.295, -0.406, 0.074], [-0.243, 0.298, -0.650], [0.268, 0.130, -0.304], [-0.387, -0.142, -0.173], [-0.528, -0.796, 0.323], [-0.043, 0.040, 0.463], [-0.375, -0.287, -0.203], [-0.264, 0.838, 0.448], [-0.181, 0.056, -0.523], [0.340, 0.477, -0.229], [0.060, -0.316, 0.066], [1.040, 0.036, -0.209], [-1.559, 1.384, -0.831], [0.176, -0.386, 0.071], [1.032, -0.569, 0.595], [0.849, 0.093, 0.153], [-0.586, 0.035, -0.186], [0.045, 0.182, 0.142], [0.121, -0.525, 0.230], [0.127, -0.058, -0.134], [0.710, 0.344, 0.439], [0.537, 0.102, 0.469], [-1.370, -0.027, -0.168], [-0.341, -0.086, -0.482], [0.429, -0.088, 0.163], [0.553, -0.190, -0.257], [-0.052, 0.240, 0.441], [-0.003, -0.185, -0.018], [0.634, 1.712, -0.240], [-0.694, -0.709, 0.274], [-0.227, -0.370, 0.049], [0.184, -0.666, 0.058], [-0.103, -0.132, -0.023], [-0.400, 0.133, 0.037], [0.175, -0.028, -0.085], [-0.265, -0.429, 0.015], [-0.679, 1.343, -1.055], [0.180, 0.270, 1.000], [0.847, 0.602, 0.214], [0.274, -0.585, -0.015], [-0.047, -0.102, -0.060], [-0.064, -0.078, 0.088], [-0.136, -0.346, -0.432], [-0.275, -0.564, 0.138], [0.816, -0.336, 0.966], [0.438, 0.605, -0.986], [-0.652, 0.351, -0.146], [-0.413, -1.015, 0.317], [-0.082, 0.221, -0.275], [0.243, 0.173, -0.018], [-0.065, 0.245, -0.242], [0.049, -0.012, -0.030], [-0.096, -0.678, 1.163], [0.043, 0.719, -0.323], [0.171, 0.125, -0.199], [0.478, 0.033, -0.067], [-0.034, 0.012, -0.256], [0.219, 0.331, -0.099], [-0.502, -0.176, -0.209], [-0.160, -0.044, 0.098]]
}



No. 2
{
  "formula": "C24H74N4O15",
  "method": "ωB97M-V with the def2-TZVPD basis set",
  "relative_energy_kj_mol": 482.4,
  "largest_force_ev_per_a": 3.8,
  "e_tot_ev": -62752.56685,
  "lumo_energy_ha": 0.008,
  "molar_mass_g_mol": 658.87,
  "smiles": "COCCNCCOC.COCCNCCOC.COCCNCCOC.COCCNCCOC.O.O.O.O.O.O.O",
  "symbols": ["C", "O", "C", "C", "N", "C", "C", "O", "C", "H", "H", "H", "H", "H", "H", "H", "H", "H", "H", "H", "H", "H", "H", "H", "C", "O", "C", "C", "N", "C", "C", "O", "C", "H", "H", "H", "H", "H", "H", "H", "H", "H", "H", "H", "H", "H", "H", "H", "C", "O", "C", "C", "N", "C", "C", "O", "C", "H", "H", "H", "H", "H", "H", "H", "H", "H", "H", "H", "H", "H", "H", "H", "C", "O", "C", "C", "N", "C", "C", "O", "C", "H", "H", "H", "H", "H", "H", "H", "H", "H", "H", "H", "H", "H", "H", "H", "O", "H", "H", "O", "H", "H", "O", "H", "H", "O", "H", "H", "O", "H", "H", "O", "H", "H", "O", "H", "H"],
  "positions_angstrom": [[-3.9395, -1.0514, 2.8470], [-3.9195, -1.5469, 1.5501], [-5.1368, -1.3744, 0.7923], [-5.0276, -2.0051, -0.6091], [-5.0884, -3.4579, -0.6056], [-5.1752, -4.0645, -1.9463], [-6.5601, -4.3181, -2.5967], [-7.0826, -3.1267, -3.1773], [-8.3942, -3.1360, -3.5542], [-2.9368, -1.2917, 3.2003], [-4.4943, -1.5351, 3.6510], [-4.0879, 0.0277, 2.8858], [-5.4001, -0.3314, 0.6168], [-6.0174, -1.8134, 1.2612], [-4.0600, -1.8030, -1.0685], [-5.7838, -1.6111, -1.2881], [-4.2779, -3.8227, -0.1258], [-4.5995, -4.9761, -1.7861], [-4.4922, -3.5739, -2.6397], [-7.2389, -4.8109, -1.9006], [-6.3460, -5.0466, -3.3788], [-9.0421, -3.3868, -2.7143], [-8.5652, -3.8890, -4.3235], [-8.7743, -2.1631, -3.8658], [-1.9467, 4.0800, -1.3598], [-0.9124, 4.8357, -1.8937], [0.2088, 4.0440, -2.3308], [1.1271, 3.5715, -1.1319], [1.1981, 2.1091, -1.1550], [1.9850, 1.6632, -0.0117], [1.0500, 0.9395, 0.9169], [-0.0739, 1.8195, 1.2070], [-0.6665, 1.3837, 2.3972], [-2.8772, 4.6456, -1.3123], [-1.7552, 3.7032, -0.3551], [-2.1035, 3.1840, -1.9604], [0.8361, 4.6067, -3.0222], [-0.0922, 3.2300, -2.9903], [0.5486, 3.8918, -0.2654], [2.0701, 4.1154, -1.0769], [0.4074, 1.4808, -1.1455], [2.6486, 2.4129, 0.4191], [2.6431, 0.9149, -0.4531], [1.6745, 0.5250, 1.7083], [0.6141, 0.0664, 0.4314], [-1.4552, 2.0918, 2.6516], [-0.0630, 1.5143, 3.2955], [-1.1625, 0.4137, 2.3629], [-1.7487, 0.2857, -1.2479], [-0.7090, -0.5002, -1.6521], [-0.6055, -1.7319, -0.9416], [0.7169, -2.4784, -1.4422], [0.4649, -3.0089, -2.8221], [1.6304, -3.5756, -3.5065], [1.2454, -3.8293, -4.9913], [0.9324, -2.4776, -5.4492], [0.6767, -2.3923, -6.8304], [-1.4730, 1.0879, -1.9324], [-1.6486, 0.7734, -0.2782], [-2.7077, -0.1367, -1.5478], [-1.4822, -2.3795, -0.9523], [-0.5178, -1.5002, 0.1199], [0.7435, -3.3849, -0.8375], [1.6647, -1.9541, -1.3205], [0.1512, -2.2667, -3.4309], [2.0264, -4.4893, -3.0635], [2.3506, -2.7596, -3.4463], [0.4210, -4.5410, -4.9455], [2.0859, -4.2002, -5.5779], [1.3325, -2.9360, -7.5104], [0.6732, -1.3628, -7.1884], [-0.2691, -2.7979, -7.1894], [3.1928, -1.0295, 8.7498], [3.3431, -1.7063, 7.5112], [3.1271, -0.9062, 6.3633], [2.9967, -1.8215, 5.1276], [4.2615, -2.1128, 4.3787], [5.2157, -1.0357, 4.1272], [4.6082, 0.3160, 3.6351], [4.0698, 0.0187, 2.2963], [4.9824, 0.4445, 1.2141], [4.0072, -0.3067, 8.7995], [3.1475, -1.8125, 9.5068], [2.2364, -0.5064, 8.7483], [4.0308, -0.3006, 6.2940], [2.2368, -0.2820, 6.4393], [2.2294, -1.3750, 4.4951], [2.5185, -2.7950, 5.2362], [3.8599, -2.3725, 3.4891], [6.0912, -1.3401, 3.5538], [5.6378, -0.9125, 5.1246], [5.2679, 1.1810, 3.5671], [3.7639, 0.5620, 4.2792], [4.9728, -0.3293, 0.4464], [6.0230, 0.4894, 1.5356], [4.5765, 1.3190, 0.7056], [0.4906, -2.1986, 2.5798], [0.1121, -1.9173, 1.7468], [-0.2148, -2.6781, 3.0142], [-0.3888, 8.0335, -2.3363], [-0.5514, 7.2289, -2.8287], [-0.0521, 7.7341, -1.4918], [3.6278, 1.3299, -3.0897], [2.8939, 1.4426, -2.4857], [3.3106, 0.7012, -3.7380], [3.5064, 4.4584, -2.9993], [4.2059, 4.3287, -2.3588], [3.3869, 3.5981, -3.4015], [4.4898, 3.7992, 2.4828], [3.6648, 3.6001, 2.9255], [4.3593, 4.6728, 2.1137], [-1.9429, 5.9052, -4.2917], [-2.1404, 5.5946, -3.4081], [-2.7418, 5.7340, -4.7904], [1.7636, 3.4742, 2.9352], [1.2149, 4.1501, 3.3332], [1.1915, 3.0441, 2.2996]],
  "forces_ev_per_angstrom": [[1.528, 0.141, 0.882], [-1.552, -0.490, -1.243], [0.003, -0.310, -0.945], [0.855, -0.449, 0.309], [-1.379, -0.179, -0.102], [0.646, -0.110, 0.808], [1.095, 0.169, 0.043], [1.973, 0.580, 0.908], [-1.603, -0.779, 0.173], [0.393, 0.543, 0.055], [-1.136, -0.341, -0.615], [-0.143, 0.130, -0.010], [0.438, 0.456, 0.353], [0.155, -0.279, 0.465], [0.243, 0.967, 0.010], [-0.199, 0.003, 0.255], [-0.038, -0.011, 0.005], [-0.742, -0.737, -0.367], [-0.292, 0.650, -0.510], [-0.244, 0.339, 0.251], [-0.180, -0.144, -0.370], [-0.184, -0.303, 0.305], [-0.228, 0.016, -0.361], [0.653, 0.108, -0.307], [-0.442, -0.983, 0.321], [1.006, 0.279, -0.586], [1.260, 0.428, 0.345], [-3.631, -0.176, -0.950], [2.644, 0.958, -0.005], [-0.056, -1.549, -1.230], [0.402, 0.112, -0.371], [1.547, -0.764, 1.009], [-1.582, 1.124, 1.174], [0.134, 0.261, -0.153], [0.282, 0.100, 0.328], [-0.266, -0.068, -0.273], [-0.287, 0.770, 0.253], [-0.490, -0.509, 0.482], [0.029, 0.174, 0.496], [0.136, -0.729, -0.463], [-0.709, 1.135, -0.575], [-0.470, 0.229, 0.218], [0.478, -0.396, 0.648], [-0.559, 0.447, 1.018], [0.150, -0.006, -0.330], [-0.455, 0.135, -0.462], [0.771, -0.675, -0.188], [0.418, -0.325, -0.218], [-0.148, 2.167, -1.667], [1.436, -3.064, 0.615], [2.438, 0.005, -0.387], [-2.563, -1.214, -0.678], [-0.328, -0.111, 0.783], [-0.276, 0.763, -0.484], [0.612, 1.760, 1.539], [-0.180, -1.307, -0.702], [-0.520, 0.009, -1.189], [-1.323, 0.887, -0.081], [-0.304, -0.730, 0.586], [-0.239, 0.126, 0.571], [-0.172, -0.025, -0.846], [0.242, 0.144, 0.254], [0.366, 0.036, 0.374], [-0.114, 0.559, 0.007], [-0.138, 0.279, 0.105], [-0.175, 0.036, 0.263], [0.976, -0.391, -0.409], [-0.388, 0.237, -0.643], [-0.011, -0.192, 0.029], [0.985, -0.123, 0.503], [0.201, 0.163, 0.537], [-0.685, -0.110, 0.763], [-0.201, -0.263, -1.340], [-0.709, -0.649, 0.212], [0.712, -1.606, 0.059], [0.342, 0.775, -0.475], [-0.877, -0.096, -0.850], [-0.189, 1.292, 1.820], [-0.312, -1.746, -1.315], [1.164, 1.112, -0.289], [-1.172, -1.209, 0.428], [0.085, 0.065, 0.810], [0.467, 0.361, 0.174], [-0.149, 0.255, 0.186], [-0.212, 0.557, -0.411], [-0.116, 0.104, 0.249], [0.230, 0.707, -0.502], [0.301, -0.098, 1.138], [0.373, -0.393, -0.439], [-0.447, -0.310, -0.476], [0.368, 0.643, 0.127], [0.243, -0.179, 0.195], [-0.075, 0.153, -0.190], [-0.176, -0.317, 0.078], [-0.139, 0.542, 0.215], [0.505, 0.382, 0.530], [0.264, 0.070, 0.188], [-0.038, 0.057, -0.213], [-0.181, -0.184, 0.153], [0.014, 0.389, 0.048], [-0.132, -0.285, -0.260], [0.068, -0.111, 0.168], [0.534, 0.162, -0.194], [-0.783, 0.198, 0.412], [-0.055, -0.168, -0.208], [-0.157, 0.499, -0.018], [0.242, -0.073, 0.075], [0.098, -0.521, -0.144], [0.726, -0.135, -0.115], [-0.538, -0.102, 0.028], [-0.021, 0.179, -0.069], [0.028, 0.082, -0.281], [0.234, -0.145, 0.394], [-0.152, 0.087, -0.245], [0.161, 0.123, 0.403], [-0.093, 0.214, 0.164], [-0.298, -0.259, -0.545]]
}